Computed, not measured: 2 unconnected molecules or ions with the total composition C4H6N2, with ωB97M-V with the def2-TZVPD basis set.

Positions of all 12 atoms, in Å:
C (-2.41989, -0.61572, 0.04103)
C (1.26052, -0.22938, 0.18996)
C (-2.67310, 0.79718, 0.03180)
C (2.50422, -0.92003, 0.00186)
N (-2.26152, -1.74833, 0.05053)
N (0.28131, 0.34281, 0.33882)
H (-3.72385, 0.97378, 0.26202)
H (-2.43972, 1.20463, -0.94953)
H (-2.04094, 1.27663, 0.77588)
H (2.31608, -1.96894, -0.21681)
H (3.10303, -0.83922, 0.90796)
H (3.03937, -0.46451, -0.82975)

## Properties
Calculated total energy   -265.202256 a.u.
HOMO level (spin up / spin down)   -0.11039 / -0.38319 Eh
Spin multiplicity   3
Expectation value of S²   2.01
Relative energy (zero: lowest compared OMol25 entry of this formula, charge and spin)   441.3 kJ/mol

Computed, not measured: a molecular structure, C4H6N2O, with ωB97M-V with the def2-TZVPD basis set.

Positions of all 13 atoms, in Å:
C (1.46506, 0.28201, -0.08083)
C (0.24302, -1.01269, 0.80752)
O (-0.85773, -0.30167, 1.29556)
C (-1.19870, 0.46844, 0.23014)
N (-0.45646, 1.47430, 0.08424)
C (-2.01187, -0.19979, -0.77987)
N (-2.68028, -0.67458, -1.59718)
H (1.50810, 1.27124, -0.64356)
H (2.13061, 0.46458, 0.74467)
H (1.77832, -0.42129, -0.83444)
H (0.59843, -1.66103, 1.64487)
H (-0.03321, -1.63140, -0.05833)
H (-0.48526, 1.94186, -0.81278)

## Properties
Calculated total energy   -340.594796 a.u.
HOMO level   -0.34725 Eh
Spin multiplicity   1
Relative energy (zero: lowest compared OMol25 entry of this formula, charge and spin)   525.4 kJ/mol

Computed, not measured: C4H6N2O in the gas phase, with ωB97M-V with the def2-TZVPD basis set.

Positions of all 13 atoms, in Å:
N (1.68628, -0.46990, -1.01726)
C (0.42673, -0.53360, -0.50971)
C (-0.55257, -1.47527, -0.79366)
C (-1.58954, -0.94092, -0.00965)
N (-1.33257, 0.17163, 0.72756)
C (0.06284, 0.47356, 0.58073)
O (0.28773, 1.83006, 0.29731)
H (2.06855, 0.45133, -1.18591)
H (1.85812, -1.14207, -1.75260)
H (-2.60774, -1.32813, 0.05693)
H (-1.96656, 0.68204, 1.31850)
H (0.60225, 0.15943, 1.48785)
H (1.05645, 2.12183, 0.79993)

## Properties
Calculated total energy   -340.666100 a.u.
SMILES string   NC1=C=CN[C@@H]1O
HOMO level   -0.27109 Eh
Spin multiplicity   1
Relative energy (zero: lowest compared OMol25 entry of this formula, charge and spin)   338.2 kJ/mol

Computed, not measured: C4H6N2O in the gas phase, with ωB97M-V with the def2-TZVPD basis set.

Positions of all 13 atoms, in Å:
H (0.28687, 2.66816, 1.75158)
N (0.01915, 1.95372, 1.07543)
C (0.57465, 0.84662, 1.35787)
C (0.32529, -0.36748, 0.54177)
N (0.88636, -1.55863, 1.02876)
C (-0.35466, -0.26231, -0.58125)
C (-0.67465, -0.12664, -1.83739)
O (-1.93641, 0.08603, -2.32062)
H (1.22332, 0.68805, 2.23072)
H (0.76507, -1.72229, 2.01924)
H (0.62510, -2.37131, 0.48592)
H (0.11939, -0.31729, -2.55571)
H (-1.85947, 0.48337, -3.19633)

## Properties
Calculated total energy   -340.678237 a.u.
SMILES string   [H]/N=C/C(N)=C=CO
HOMO level   -0.30759 Eh
Spin multiplicity   1
Relative energy (zero: lowest compared OMol25 entry of this formula, charge and spin)   306.3 kJ/mol